Record 1
{"formula": "C17H21ClN4O2S", "method": "the ωB97M-V functional and the def2-TZVPD basis", "smiles": "C[C@@H]1CN(C(=O)CSc2nnc(-c3ccc(Cl)cc3)n2C)C[C@H](C)O1", "energy_ha": -1888.2954, "e_lumo_ev": 0.527, "relative_energy_kcal_mol": 15.2, "symbols": ["C", "C", "C", "N", "C", "O", "C", "S", "C", "N", "N", "C", "C", "C", "C", "C", "Cl", "C", "C", "N", "C", "C", "C", "C", "O", "H", "H", "H", "H", "H", "H", "H", "H", "H", "H", "H", "H", "H", "H", "H", "H", "H", "H", "H", "H", "H"], "positions_angstrom": [[2.517, 4.811, 1.920], [3.021, 3.373, 1.914], [2.387, 2.570, 0.785], [2.920, 1.219, 0.789], [3.090, 0.613, -0.399], [2.761, 1.138, -1.448], [3.747, -0.763, -0.410], [2.755, -1.853, -1.477], [1.216, -1.487, -0.770], [1.030, -1.001, 0.430], [-0.282, -0.797, 0.578], [-0.895, -1.177, -0.517], [-2.333, -1.103, -0.696], [-3.044, -2.009, -1.480], [-4.416, -1.898, -1.608], [-5.086, -0.881, -0.946], [-6.798, -0.738, -1.115], [-4.397, 0.015, -0.141], [-3.028, -0.100, -0.018], [0.030, -1.631, -1.425], [-0.121, -2.031, -2.794], [3.221, 0.653, 2.089], [2.493, 1.410, 3.208], [0.995, 1.074, 3.217], [2.734, 2.807, 3.181], [2.810, 5.317, 1.004], [1.434, 4.824, 2.007], [2.939, 5.337, 2.771], [4.117, 3.373, 1.769], [2.620, 3.016, -0.185], [1.299, 2.554, 0.904], [4.721, -0.691, -0.895], [3.844, -1.232, 0.564], [-2.539, -2.827, -1.971], [-4.965, -2.601, -2.214], [-4.931, 0.793, 0.380], [-2.472, 0.580, 0.607], [0.781, -1.745, -3.338], [-0.983, -1.527, -3.229], [-0.245, -3.113, -2.873], [4.304, 0.684, 2.268], [2.869, -0.380, 2.129], [2.923, 1.085, 4.165], [0.831, 0.154, 3.771], [0.604, 0.923, 2.216], [0.450, 1.877, 3.706]], "atomic_forces_ev_per_a": [[0.184, -0.459, 0.080], [-0.034, 0.244, -0.355], [0.150, 0.270, 0.016], [0.034, 0.358, 0.097], [0.179, 0.049, 0.125], [-0.006, 0.047, -0.302], [-0.403, -0.191, -0.160], [0.378, -0.189, -0.121], [-0.023, -0.133, 0.068], [0.870, -0.378, -0.242], [-1.220, 0.132, 0.125], [0.493, -0.042, 0.140], [-0.473, 0.013, -0.117], [0.082, 0.150, 0.150], [-0.169, 0.060, -0.009], [0.264, -0.064, 0.015], [-0.192, 0.018, -0.019], [-0.104, -0.070, -0.036], [0.087, -0.116, -0.130], [0.169, 0.302, 0.767], [-0.065, -0.187, -0.510], [0.308, -0.106, 0.389], [-0.098, -0.428, 0.150], [0.325, 0.205, -0.020], [-0.057, 0.189, 0.028], [0.037, 0.098, -0.102], [-0.141, 0.013, 0.004], [0.035, 0.097, 0.066], [-0.175, -0.018, -0.032], [-0.067, -0.006, 0.172], [-0.004, 0.068, -0.048], [-0.025, 0.015, 0.048], [0.079, 0.104, -0.017], [0.058, -0.068, -0.060], [-0.076, -0.046, -0.036], [-0.065, 0.064, 0.033], [0.043, 0.093, 0.049], [-0.114, 0.034, -0.004], [0.089, -0.046, -0.011], [-0.048, 0.066, -0.048], [-0.117, -0.058, 0.062], [0.064, 0.062, 0.019], [-0.043, -0.060, -0.250], [-0.053, -0.158, 0.032], [-0.101, 0.014, -0.085], [-0.056, 0.057, 0.078]]}

---

Record 2
{"formula": "C18H18ClNO5S", "method": "the ωB97M-V functional and the def2-TZVPD basis", "smiles": "COc1ccc(Oc2cccc(Cl)c2CNC(=O)CSCC(=O)O)cc1", "energy_ha": -1985.5485, "e_lumo_ev": -0.020, "relative_energy_kcal_mol": 337.5, "symbols": ["C", "O", "C", "C", "C", "C", "O", "C", "C", "C", "C", "C", "Cl", "C", "C", "N", "C", "O", "C", "S", "C", "C", "O", "O", "C", "C", "H", "H", "H", "H", "H", "H", "H", "H", "H", "H", "H", "H", "H", "H", "H", "H", "H", "H"], "positions_angstrom": [[-3.354, 1.562, 2.413], [-3.241, 1.912, 0.936], [-2.660, 0.842, 0.152], [-1.758, -0.248, 0.653], [-1.207, -0.810, -0.459], [-1.436, -0.697, -1.822], [-0.981, -1.582, -2.673], [0.322, -2.114, -2.420], [0.295, -3.735, -2.278], [1.542, -4.298, -1.887], [2.628, -3.692, -1.656], [2.466, -2.118, -1.764], [4.021, -1.417, -1.386], [1.397, -1.606, -2.061], [1.554, 0.043, -2.309], [1.346, 0.462, -0.966], [0.578, 1.724, -0.784], [-0.034, 2.120, -1.592], [0.603, 2.505, 0.431], [2.151, 2.186, 1.434], [1.799, 2.308, 3.258], [1.042, 1.171, 3.737], [-0.205, 0.988, 3.314], [1.887, 0.439, 4.235], [-2.309, 0.282, -2.120], [-3.135, 0.991, -1.365], [-3.981, 2.477, 2.873], [-2.421, 1.820, 2.729], [-3.681, 0.673, 2.673], [-1.528, -0.256, 1.651], [-0.476, -1.735, -0.040], [-0.720, -4.388, -2.524], [1.415, -5.436, -1.813], [3.391, -4.297, -1.513], [2.475, 0.428, -2.810], [0.600, 0.168, -2.675], [1.829, 0.323, -0.244], [0.384, 3.451, 0.657], [0.116, 1.810, 1.319], [1.247, 3.332, 3.272], [2.737, 2.570, 3.821], [1.305, -0.463, 4.549], [-2.328, 0.473, -3.193], [-3.676, 1.832, -1.751]], "atomic_forces_ev_per_a": [[-0.857, 8.006, -2.729], [0.242, -3.482, 0.684], [-2.437, 1.322, -0.902], [-4.300, 5.693, -4.771], [3.532, -6.076, 2.072], [-0.398, 0.876, 5.533], [3.479, -1.623, -2.565], [-10.376, -11.536, -1.362], [-1.552, 4.140, -0.872], [-8.339, -5.472, -1.875], [-0.136, 9.238, -0.181], [10.913, -10.931, 3.345], [-0.233, 0.847, -0.133], [1.030, 12.454, -2.250], [0.326, -3.167, 2.821], [-5.768, 5.892, -4.372], [8.102, -6.074, 7.216], [-8.291, 5.044, -11.532], [1.746, -6.393, 7.171], [2.123, -0.111, -0.129], [-0.577, 5.651, -1.281], [-7.160, 3.365, -5.775], [5.412, -0.131, 2.960], [-0.675, -8.617, 4.683], [-0.499, 0.041, -5.380], [2.676, 0.058, 6.758], [0.821, -2.378, -1.174], [2.716, -0.162, 1.443], [-1.740, -4.400, 0.713], [0.878, -0.548, 2.055], [-1.618, 2.300, -1.750], [3.005, 2.028, 0.751], [0.810, 1.537, -0.061], [4.422, -1.545, 1.094], [-0.968, -0.635, 0.073], [-1.416, 1.388, -2.248], [5.681, -2.202, 6.591], [-1.434, 3.742, -0.742], [-0.458, 1.656, -2.458], [0.356, -1.917, 0.424], [-0.696, -0.848, -0.905], [2.466, 2.861, -1.095], [-0.451, -0.038, -0.244], [-0.359, 0.147, 0.400]]}

---

Record 3
{"formula": "C3H12N3S2", "method": "the ωB97M-V functional and the def2-TZVPD basis", "charge": 1, "energy_ha": -1081.9535, "e_lumo_ev": -3.020, "relative_energy_kcal_mol": 6.0, "symbols": ["C", "C", "S", "S", "H", "H", "H", "H", "H", "H", "N", "C", "N", "N", "H", "H", "H", "H", "H", "H"], "positions_angstrom": [[-1.245, 0.572, 1.876], [-1.379, -0.879, 1.420], [0.045, -1.415, 0.371], [-0.883, -2.745, -0.915], [-1.373, 1.263, 1.038], [-0.284, 0.734, 2.364], [-1.999, 0.818, 2.624], [-2.241, -1.019, 0.789], [-1.434, -1.548, 2.277], [-0.775, -3.813, -0.106], [1.693, 1.673, 0.444], [1.142, 2.208, -0.656], [0.782, 1.392, -1.650], [1.045, 3.521, -0.779], [1.474, 2.105, 1.328], [1.738, 0.663, 0.460], [0.414, 1.795, -2.497], [0.359, 0.509, -1.359], [0.523, 3.923, -1.541], [1.420, 4.156, -0.095]], "atomic_forces_ev_per_a": [[-0.019, -0.191, -0.042], [0.434, 0.220, 0.083], [-0.548, 0.032, -0.045], [0.309, 0.148, 0.309], [0.125, -0.020, 0.059], [0.107, 0.082, -0.022], [-0.081, -0.113, -0.082], [-0.391, -0.052, -0.057], [-0.018, -0.053, -0.072], [-0.009, -0.035, -0.124], [-0.458, 0.003, -0.170], [0.334, -0.236, 0.058], [-0.459, 0.023, 0.221], [-0.248, 0.240, -0.141], [0.256, 0.103, 0.078], [0.067, 0.000, 0.069], [0.062, 0.004, -0.099], [0.347, -0.092, -0.105], [0.036, 0.011, 0.043], [0.155, -0.075, 0.040]]}

---

Record 4
{"formula": "C20H65BF4N5O10", "method": "the ωB97M-V functional and the def2-TZVPD basis", "charge": -1, "energy_ha": -2250.8248, "e_lumo_ev": 2.550, "relative_energy_kcal_mol": 532.4, "symbols": ["B", "F", "F", "F", "F", "C", "C", "C", "O", "C", "N", "H", "H", "H", "H", "H", "H", "H", "H", "H", "H", "H", "C", "C", "C", "O", "C", "N", "H", "H", "H", "H", "H", "H", "H", "H", "H", "H", "H", "C", "C", "C", "O", "C", "N", "H", "H", "H", "H", "H", "H", "H", "H", "H", "H", "H", "C", "C", "C", "O", "C", "N", "H", "H", "H", "H", "H", "H", "H", "H", "H", "H", "H", "C", "C", "C", "O", "C", "N", "H", "H", "H", "H", "H", "H", "H", "H", "H", "H", "H", "O", "H", "H", "O", "H", "H", "O", "H", "H", "O", "H", "H", "O", "H", "H"], "positions_angstrom": [[-3.555, 13.618, 5.743], [-2.285, 13.931, 5.980], [-4.069, 14.610, 4.951], [-3.823, 12.361, 5.121], [-4.198, 13.688, 6.925], [-3.027, 8.966, 8.410], [-2.001, 10.129, 8.479], [-2.071, 11.058, 7.207], [-1.349, 10.420, 6.160], [-1.588, 11.079, 4.909], [-2.196, 10.967, 9.604], [-2.903, 8.204, 9.180], [-2.982, 8.554, 7.402], [-3.999, 9.445, 8.531], [-0.970, 9.776, 8.476], [-1.597, 12.035, 7.298], [-3.147, 11.149, 7.062], [-2.654, 11.249, 4.756], [-1.241, 10.678, 3.957], [-1.103, 12.052, 4.991], [-3.181, 11.150, 9.737], [-1.735, 11.861, 9.512], [-7.705, 11.207, 5.555], [-6.165, 11.087, 5.561], [-5.581, 9.692, 5.961], [-6.135, 9.322, 7.190], [-5.529, 9.787, 8.425], [-5.618, 11.740, 4.324], [-8.165, 10.423, 4.954], [-8.139, 12.144, 5.205], [-8.092, 10.944, 6.539], [-5.796, 11.719, 6.369], [-4.510, 9.750, 6.155], [-5.671, 8.908, 5.209], [-5.183, 10.820, 8.452], [-4.860, 9.012, 8.798], [-6.298, 9.832, 9.197], [-6.175, 12.583, 4.321], [-4.749, 12.132, 4.658], [-1.210, 14.399, 7.884], [-1.399, 15.837, 8.416], [-0.144, 16.190, 9.243], [-0.683, 16.868, 10.416], [-0.775, 18.297, 10.269], [-1.633, 16.700, 7.269], [-0.370, 14.540, 7.203], [-2.094, 14.060, 7.345], [-1.053, 13.653, 8.663], [-2.231, 15.907, 9.117], [0.605, 16.744, 8.677], [0.366, 15.323, 9.661], [0.111, 18.737, 9.811], [-1.085, 18.783, 11.194], [-1.537, 18.458, 9.507], [-1.695, 17.584, 7.755], [-2.594, 16.524, 7.013], [-2.840, 9.735, 1.232], [-3.324, 10.445, 2.496], [-3.993, 11.799, 2.384], [-2.949, 12.774, 2.183], [-3.466, 14.097, 2.391], [-4.289, 9.549, 3.084], [-2.323, 8.781, 1.343], [-2.189, 10.413, 0.679], [-3.749, 9.697, 0.632], [-2.439, 10.495, 3.130], [-4.394, 12.088, 3.356], [-4.723, 11.770, 1.575], [-3.293, 14.618, 3.333], [-4.533, 14.200, 2.197], [-3.076, 14.679, 1.556], [-4.907, 9.183, 2.374], [-4.896, 10.198, 3.565], [-6.891, 16.458, 7.852], [-5.552, 16.298, 7.142], [-4.405, 15.811, 8.105], [-4.337, 16.566, 9.292], [-3.582, 17.824, 9.186], [-5.795, 15.465, 5.990], [-6.935, 17.188, 8.660], [-7.145, 15.525, 8.356], [-7.730, 16.656, 7.185], [-5.396, 17.293, 6.725], [-3.458, 15.651, 7.590], [-4.766, 14.840, 8.444], [-2.493, 17.788, 9.135], [-3.919, 18.457, 10.006], [-3.795, 18.268, 8.213], [-4.915, 14.972, 5.931], [-6.400, 14.725, 6.314], [-2.634, 15.896, 3.399], [-1.890, 15.369, 3.688], [-3.342, 15.662, 3.999], [-4.483, 12.794, 8.592], [-3.904, 13.401, 9.054], [-4.232, 12.875, 7.672], [-6.310, 13.796, 7.495], [-5.547, 13.620, 8.046], [-6.186, 13.237, 6.728], [-0.874, 14.162, 4.289], [-0.962, 13.548, 3.560], [-1.466, 13.824, 4.961], [0.389, 13.534, 5.865], [0.095, 14.147, 5.190], [-0.369, 13.428, 6.439]], "atomic_forces_ev_per_a": [[-0.952, -0.192, -2.532], [-0.955, -1.107, -2.595], [2.118, -1.876, -2.115], [8.293, 4.251, 5.435], [2.232, 3.373, -6.974], [2.640, 1.562, -0.548], [1.207, 0.267, -1.795], [0.598, -1.966, 0.055], [-0.644, -0.740, -0.987], [-0.100, 0.974, 0.805], [-0.553, 0.089, 1.931], [0.247, -0.014, 0.001], [0.024, -0.356, 0.049], [4.500, -0.043, -0.696], [0.129, -0.281, 0.142], [-0.221, -0.047, 0.812], [-0.141, 0.217, -0.726], [1.317, -0.943, 0.132], [1.031, -0.957, 1.118], [0.055, -0.169, -0.136], [-0.054, 0.193, 0.050], [0.086, -0.054, -0.002], [0.030, -1.629, 0.543], [-0.223, 0.706, -0.413], [0.575, 1.241, -0.016], [-0.819, -0.403, 1.431], [-4.270, -0.501, 0.087], [-6.600, -2.441, 1.146], [0.234, -0.069, -0.522], [0.476, 0.216, 0.171], [0.019, 0.458, 0.234], [-0.150, -0.273, 0.681], [0.346, 0.437, -0.692], [-0.565, -0.054, 0.152], [0.669, -0.272, -0.548], [-3.344, -0.002, 0.358], [-0.838, -0.031, -0.239], [-0.651, 0.358, -0.906], [-4.299, -1.464, -1.846], [-0.733, 1.474, 2.471], [1.180, -2.448, 0.275], [-1.566, 0.430, 0.818], [1.408, 1.336, 0.299], [0.199, -0.890, -1.002], [0.944, 0.539, 0.461], [-0.259, -0.006, 0.906], [1.572, 0.856, 3.211], [0.660, 0.311, 0.337], [0.271, -0.404, 0.188], [-0.085, 0.485, 0.045], [-0.279, -0.180, -0.220], [0.527, -0.018, 0.558], [0.209, -0.263, 0.016], [0.900, 1.178, 0.709], [0.196, 0.713, -1.088], [0.382, 0.536, -0.814], [-0.336, 1.971, -0.850], [0.829, -1.444, -0.497], [3.045, 0.722, -0.262], [-0.500, 0.017, -0.407], [-0.892, -1.569, -2.327], [-0.470, -0.373, 0.989], [-0.399, 0.020, 0.359], [0.288, -0.024, -0.094], [0.041, -0.733, -0.493], [-1.047, 0.119, -0.577], [0.331, -0.693, -2.938], [-0.313, 0.372, -0.098], [-0.255, -3.951, -2.457], [-0.645, -0.672, -0.022], [0.497, 0.199, 0.331], [0.056, -0.248, -0.388], [-0.583, -0.366, 0.528], [-0.438, -0.336, 1.611], [-1.310, 1.506, 0.260], [-2.461, 0.068, -0.028], [1.760, 1.616, 0.169], [-1.713, -0.786, -0.815], [-0.052, 1.471, -0.465], [0.343, 0.390, -0.145], [-0.081, 0.015, -0.059], [0.327, 0.135, -0.383], [0.928, 0.344, 0.238], [-0.848, -0.083, 0.552], [0.501, 1.208, 0.339], [-1.781, -1.311, 0.684], [0.103, -0.035, -0.087], [-0.653, 0.441, 0.004], [-2.908, 1.878, 0.173], [-0.300, 1.500, -0.577], [1.334, 5.808, 1.059], [0.788, 0.025, 0.279], [0.305, 1.765, 0.532], [-0.215, -3.551, 7.211], [0.402, -0.162, 0.415], [0.634, -2.828, 1.850], [-4.106, -2.089, 1.108], [-0.793, -0.800, 1.100], [-0.404, -0.509, 0.338], [-1.605, 1.687, -5.287], [0.190, -0.251, -0.655], [0.300, -0.024, -0.873], [3.404, -2.048, 2.950], [0.975, 0.197, -0.162], [0.752, -0.696, -0.349]]}